No. 1
# C27H76O27S8

11 unconnected molecules or ions with the total composition C27H76O27S8 at a distorted geometry (wB97M-V/def2-TZVPD, the Open Molecules 2025 dataset).

CARTESIAN COORDINATES (ANGSTROEM)
C (7.155, 23.611, -18.095)
C (7.205, 22.573, -19.239)
O (5.983, 22.547, -19.946)
S (5.087, 21.195, -19.888)
C (6.170, 20.190, -20.965)
O (4.955, 20.703, -18.540)
O (3.926, 21.482, -20.682)
H (6.776, 24.564, -18.474)
H (8.144, 23.808, -17.681)
H (6.483, 23.315, -17.288)
H (8.018, 22.980, -19.846)
H (7.560, 21.665, -18.749)
H (5.651, 19.299, -21.310)
H (7.045, 19.921, -20.380)
H (6.360, 20.860, -21.797)
C (3.656, 25.110, -18.750)
C (3.918, 25.017, -20.235)
O (5.107, 25.792, -20.454)
S (5.548, 25.967, -22.033)
C (5.804, 24.242, -22.523)
O (4.484, 26.480, -22.846)
O (6.873, 26.543, -22.001)
H (2.712, 24.621, -18.496)
H (3.522, 26.136, -18.409)
H (4.441, 24.617, -18.178)
H (4.031, 23.990, -20.575)
H (3.031, 25.416, -20.737)
H (4.905, 23.631, -22.467)
H (6.581, 23.869, -21.863)
H (6.104, 24.217, -23.570)
C (13.007, 25.358, -24.013)
C (12.669, 25.856, -25.413)
O (13.318, 25.069, -26.415)
S (12.501, 23.812, -27.016)
C (11.500, 24.606, -28.314)
O (13.530, 22.941, -27.513)
O (11.575, 23.237, -26.069)
H (12.404, 24.491, -23.749)
H (12.870, 26.162, -23.283)
H (14.072, 25.159, -23.882)
H (11.592, 25.910, -25.584)
H (13.103, 26.854, -25.503)
H (10.932, 25.428, -27.883)
H (10.863, 23.811, -28.690)
H (12.160, 25.034, -29.066)
C (7.186, 18.108, -24.430)
C (7.325, 17.214, -25.636)
O (6.586, 16.026, -25.401)
S (6.870, 14.764, -26.407)
C (8.517, 14.324, -25.819)
O (5.952, 13.717, -26.072)
O (6.984, 15.311, -27.728)
H (6.162, 18.200, -24.056)
H (7.475, 19.140, -24.639)
H (7.789, 17.852, -23.555)
H (6.994, 17.754, -26.525)
H (8.393, 17.056, -25.810)
H (8.539, 14.200, -24.741)
H (9.242, 15.032, -26.206)
H (8.724, 13.339, -26.242)
C (9.724, 17.727, -29.804)
C (10.756, 17.927, -28.691)
O (10.062, 18.539, -27.608)
S (10.838, 18.902, -26.232)
C (11.973, 20.133, -26.825)
O (9.915, 19.462, -25.278)
O (11.601, 17.766, -25.769)
H (9.486, 18.723, -30.184)
H (8.787, 17.404, -29.351)
H (10.114, 17.103, -30.601)
H (11.280, 17.019, -28.385)
H (11.556, 18.555, -29.099)
H (12.620, 19.615, -27.527)
H (12.446, 20.548, -25.939)
H (11.434, 20.925, -27.339)
C (8.894, 27.032, -24.459)
C (8.155, 25.710, -24.649)
O (8.748, 25.077, -25.794)
S (7.915, 23.802, -26.319)
C (8.370, 22.524, -25.150)
O (6.508, 24.053, -26.113)
O (8.466, 23.428, -27.601)
H (8.530, 27.642, -23.635)
H (8.783, 27.642, -25.361)
H (9.967, 26.936, -24.277)
H (8.444, 25.174, -23.740)
H (7.082, 25.853, -24.682)
H (7.821, 21.650, -25.507)
H (8.180, 22.731, -24.105)
H (9.383, 22.255, -25.453)
C (10.167, 23.982, -21.901)
C (11.180, 22.857, -22.121)
O (10.933, 21.823, -21.137)
S (9.845, 20.689, -21.471)
C (10.943, 19.530, -22.318)
O (9.479, 20.042, -20.248)
O (8.864, 21.211, -22.380)
H (10.374, 24.811, -22.580)
H (10.301, 24.322, -20.870)
H (9.141, 23.626, -21.920)
H (11.126, 22.487, -23.149)
H (12.187, 23.200, -21.894)
H (11.458, 19.992, -23.158)
H (10.405, 18.664, -22.700)
H (11.637, 19.192, -21.551)
C (7.679, 19.927, -16.101)
C (8.304, 18.800, -16.898)
O (9.698, 18.720, -16.587)
S (10.427, 17.304, -17.008)
C (10.540, 17.596, -18.790)
O (11.773, 17.354, -16.496)
O (9.554, 16.200, -16.712)
H (6.633, 20.098, -16.371)
H (8.152, 20.881, -16.346)
H (7.669, 19.778, -15.022)
H (7.807, 17.844, -16.731)
H (8.161, 19.066, -17.951)
H (9.533, 17.734, -19.171)
H (10.997, 16.692, -19.188)
H (11.160, 18.471, -18.942)
C (14.157, 21.209, -23.046)
O (13.761, 20.259, -24.009)
H (13.810, 20.935, -22.050)
H (15.251, 21.239, -22.983)
H (13.831, 22.217, -23.321)
H (14.386, 20.198, -24.733)
C (11.508, 26.580, -18.899)
O (10.464, 25.654, -18.626)
H (11.595, 26.702, -19.982)
H (11.351, 27.521, -18.366)
H (12.466, 26.208, -18.539)
H (9.646, 26.025, -18.971)
C (11.232, 22.289, -17.758)
O (10.606, 23.261, -16.933)
H (12.233, 22.593, -18.094)
H (11.363, 21.339, -17.244)
H (10.653, 22.168, -18.678)
H (10.377, 23.996, -17.520)

Results
- highest occupied orbital energy (eV) = -10.026
- E_LUMO (eV) = 0.00


No. 2
# C27H78O21

12 unconnected molecules or ions with the total composition C27H78O21 at a distorted geometry (wB97M-V/def2-TZVPD, the Open Molecules 2025 dataset).

CARTESIAN COORDINATES (ANGSTROEM)
C (2.600, -3.987, -1.445)
C (3.344, -2.926, -0.587)
C (2.581, -2.616, 0.737)
O (4.568, -3.497, -0.098)
H (3.260, -4.379, -2.219)
H (1.759, -3.622, -2.035)
H (2.303, -4.869, -0.877)
H (3.568, -1.979, -1.077)
H (2.857, -3.327, 1.516)
H (1.504, -2.482, 0.637)
H (2.908, -1.623, 1.044)
H (4.914, -2.931, 0.596)
C (-3.627, -0.120, 1.189)
C (-4.901, -0.452, 1.942)
C (-4.662, -1.653, 2.919)
O (-5.272, 0.756, 2.594)
H (-3.444, -0.860, 0.410)
H (-2.774, -0.350, 1.827)
H (-3.476, 0.834, 0.684)
H (-5.657, -0.674, 1.189)
H (-3.846, -1.502, 3.626)
H (-4.256, -2.546, 2.444)
H (-5.515, -1.886, 3.556)
H (-4.687, 0.815, 3.353)
C (-0.533, 0.013, 0.052)
C (0.782, 0.249, -0.599)
C (0.887, -0.361, -1.990)
O (0.885, 1.632, -0.731)
H (-1.332, 0.483, -0.521)
H (-0.577, 0.482, 1.035)
H (-0.748, -1.036, 0.260)
H (1.624, -0.061, 0.020)
H (0.324, 0.140, -2.778)
H (0.522, -1.388, -1.993)
H (1.871, -0.380, -2.457)
H (0.391, 1.916, -1.503)
O (4.708, -2.350, -4.993)
C (3.302, -2.505, -5.022)
C (2.923, -3.952, -5.332)
O (1.542, -4.212, -5.188)
H (5.006, -2.982, -5.651)
H (2.882, -2.347, -4.029)
H (2.762, -1.947, -5.787)
H (3.463, -4.685, -4.733)
H (3.231, -4.266, -6.330)
H (1.132, -3.618, -5.821)
O (-1.405, 3.179, 3.781)
C (-2.665, 2.523, 3.697)
C (-3.018, 1.948, 5.065)
O (-4.105, 1.049, 4.962)
H (-1.099, 3.348, 2.887)
H (-3.434, 3.123, 3.209)
H (-2.491, 1.729, 2.971)
H (-3.311, 2.735, 5.759)
H (-2.219, 1.380, 5.541)
H (-4.586, 0.986, 5.791)
O (2.825, 3.120, -1.988)
C (2.114, 4.205, -2.633)
C (1.367, 3.571, -3.798)
O (0.269, 2.776, -3.463)
H (2.130, 2.591, -1.589)
H (1.430, 4.616, -1.890)
H (2.814, 4.991, -2.918)
H (2.071, 2.986, -4.390)
H (0.980, 4.340, -4.468)
H (-0.183, 2.800, -4.309)
O (3.337, 3.063, 4.604)
C (2.004, 2.994, 4.201)
C (1.656, 1.522, 3.843)
O (1.969, 0.657, 4.930)
H (3.903, 2.859, 3.856)
H (1.284, 3.412, 4.904)
H (1.782, 3.635, 3.347)
H (2.255, 1.169, 3.004)
H (0.601, 1.361, 3.618)
H (2.817, 0.974, 5.251)
O (0.060, -3.778, 2.674)
C (-0.431, -2.454, 3.019)
C (-0.012, -2.270, 4.462)
O (-0.279, -0.929, 4.873)
H (-0.093, -3.871, 1.730)
H (-0.005, -1.694, 2.364)
H (-1.511, -2.311, 3.004)
H (1.055, -2.357, 4.668)
H (-0.537, -2.991, 5.089)
H (0.551, -0.447, 4.835)
O (-1.853, 3.173, -1.033)
C (-2.214, 4.169, -0.089)
C (-0.849, 4.615, 0.473)
O (-0.333, 3.469, 1.177)
H (-2.714, 2.963, -1.402)
H (-2.735, 4.990, -0.582)
H (-2.856, 3.703, 0.659)
H (-0.975, 5.400, 1.219)
H (-0.179, 5.045, -0.271)
H (-0.188, 2.730, 0.582)
O (-3.497, -0.615, -3.807)
C (-3.297, 0.713, -3.353)
C (-4.613, 1.157, -2.618)
O (-4.510, 2.403, -1.925)
H (-3.853, -1.109, -3.066)
H (-2.388, 0.752, -2.753)
H (-3.070, 1.312, -4.235)
H (-4.931, 0.404, -1.898)
H (-5.429, 1.171, -3.341)
H (-5.227, 2.330, -1.291)
O (-0.786, -4.880, -2.488)
C (-1.600, -3.895, -3.080)
C (-2.740, -4.775, -3.607)
O (-3.586, -5.112, -2.511)
H (-0.264, -5.327, -3.159)
H (-1.820, -2.985, -2.521)
H (-1.154, -3.358, -3.916)
H (-2.436, -5.656, -4.172)
H (-3.213, -4.103, -4.323)
H (-3.095, -5.589, -1.838)
O (4.958, 2.843, 2.401)
C (4.517, 2.491, 1.054)
C (4.612, 0.914, 0.900)
O (5.948, 0.442, 1.165)
H (5.886, 2.987, 2.205)
H (3.540, 2.947, 0.895)
H (5.201, 2.957, 0.344)
H (4.395, 0.614, -0.125)
H (3.855, 0.492, 1.562)
H (6.503, 0.729, 0.437)

Results
- highest occupied orbital energy (eV) = -9.622
- E_LUMO (eV) = 0.09